# 1
Formula: C7H12O2
Source: the Open Molecules 2025 dataset
Level of theory: ωB97M-V/def2-TZVPD

Values from the calculation:
Kohn-Sham gap (alpha / beta)   7.307 / 7.306 eV
Energy above the lowest of the compared OMol25 structures with the same formula, charge and spin   176.5 kcal/mol
Lowest unoccupied orbital energy (alpha / beta)   0.34 / 0.34 eV
DFT total energy   -424.11481 Eh

The geometry in XYZ format:
```
21
C7H12O2 (ωB97M-V/def2-TZVPD)
C -1.979 -0.277 1.976
C -1.319 0.924 -1.600
C 1.277 -1.123 -1.003
C -1.181 0.044 0.807
C -0.752 0.396 -0.331
C 0.942 0.193 -0.329
C 1.699 1.301 -0.597
O 0.730 -0.103 1.251
O 1.771 -0.839 2.012
H 1.629 -1.744 1.695
H -3.044 -0.130 1.760
H -1.840 -1.319 2.274
H -1.707 0.358 2.822
H -1.165 0.207 -2.412
H -2.384 1.138 -1.518
H -0.778 1.836 -1.866
H 1.221 -1.020 -2.087
H 2.290 -1.436 -0.745
H 0.578 -1.905 -0.702
H 1.538 2.225 -0.059
H 2.476 1.275 -1.350
```



# 2
Formula: C7H12O2
Source: the Open Molecules 2025 dataset
Level of theory: ωB97M-V/def2-TZVPD

Values from the calculation:
Kohn-Sham gap   10.449 eV
Energy above the lowest of the compared OMol25 structures with the same formula, charge and spin   90.4 kcal/mol
Lowest unoccupied orbital energy   0.94 eV
SMILES string   C1OC[C@@H]2CC[C@H](C2)O1
DFT total energy   -424.25188 Eh

The geometry in XYZ format:
```
21
C7H12O2 (ωB97M-V/def2-TZVPD)
C -2.228 -0.496 -0.029
O -1.738 0.656 -0.707
C -0.635 1.529 -0.222
C 0.700 0.915 0.304
C 1.823 0.174 -0.499
C 1.262 -1.330 -0.601
C -0.107 -0.992 -0.033
C 0.262 -0.222 1.231
O -1.358 -1.622 0.010
H -3.171 -0.666 -0.653
H -2.461 -0.188 1.031
H -0.988 2.072 0.696
H -0.528 2.198 -1.152
H 1.281 1.772 0.826
H 1.908 0.572 -1.524
H 2.769 0.268 0.116
H 1.842 -1.993 0.023
H 1.247 -1.773 -1.673
H -0.252 -0.276 -0.842
H -0.606 0.162 1.846
H 0.977 -0.760 1.849
```



# 3
Formula: C7H12O3P
Source: the Open Molecules 2025 dataset
Level of theory: ωB97M-V/def2-TZVPD

Values from the calculation:
Kohn-Sham gap   8.259 eV
Energy above the lowest of the compared OMol25 structures with the same formula, charge and spin   29.9 kcal/mol
Lowest unoccupied orbital energy   3.73 eV
DFT total energy   -841.06080 Eh
Net charge   -1

The geometry in XYZ format:
```
23
C7H12O3P (ωB97M-V/def2-TZVPD)
C -2.106 0.367 0.842
C 1.139 -0.986 -0.808
C 1.668 0.281 -0.077
C -0.896 0.146 -0.154
C -0.332 -1.207 -0.477
C -0.940 -2.047 -1.555
C 0.611 2.571 1.192
O -3.199 -0.197 0.872
O -1.739 1.303 1.583
O 0.491 0.071 2.336
P 0.318 0.810 1.123
H 1.310 -0.784 -1.861
H 1.532 -1.973 -0.548
H 2.650 0.059 0.415
H 1.849 1.116 -0.816
H -0.820 0.564 -1.129
H -0.342 -1.647 0.564
H -1.176 -1.465 -2.499
H -1.801 -2.602 -1.091
H -0.233 -2.824 -1.673
H 1.554 2.537 1.636
H 0.574 2.963 0.178
H -0.109 2.942 1.945
```



# 4
Formula: C7H12O4Si
Source: the Open Molecules 2025 dataset
Level of theory: ωB97M-V/def2-TZVPD

Values from the calculation:
Kohn-Sham gap   10.566 eV
Energy above the lowest of the compared OMol25 structures with the same formula, charge and spin   0.0 kcal/mol
Lowest unoccupied orbital energy   0.67 eV
DFT total energy   -864.48741 Eh

The geometry in XYZ format:
```
24
C7H12O4Si (ωB97M-V/def2-TZVPD)
O -2.528 -1.289 -0.308
O 1.653 0.515 1.889
O -0.817 -0.306 -1.443
O 1.473 0.341 -0.338
C -2.034 -0.888 -1.348
C 2.189 0.478 0.792
C -0.518 2.453 1.000
C -0.975 1.225 1.011
C -2.770 -1.084 -2.627
C 3.642 0.657 0.586
C -0.013 -1.705 0.986
Si -0.070 -0.092 0.029
H 0.448 2.690 0.606
H -1.080 3.257 1.414
H -2.014 0.988 1.336
H -2.398 -0.326 -3.344
H -3.856 -0.906 -2.486
H -2.595 -2.058 -3.028
H 4.031 0.218 -0.354
H 3.956 1.710 0.659
H 4.182 0.163 1.397
H -0.952 -2.273 0.968
H 0.263 -1.461 2.025
H 0.784 -2.308 0.577
```



# 5
Formula: C7H12OSi
Source: the Open Molecules 2025 dataset
Level of theory: ωB97M-V/def2-TZVPD

Values from the calculation:
Kohn-Sham gap (alpha / beta)   7.469 / 8.488 eV
Energy above the lowest of the compared OMol25 structures with the same formula, charge and spin   113.4 kcal/mol
Lowest unoccupied orbital energy (alpha / beta)   -1.21 / -0.45 eV
DFT total energy   -638.48793 Eh

The geometry in XYZ format:
```
21
C7H12OSi (ωB97M-V/def2-TZVPD)
C 1.173 -2.316 1.047
C 1.335 -1.921 -0.175
C -1.004 -1.874 -1.045
C 0.116 -1.201 -0.558
C 1.375 1.361 0.866
C -1.608 0.754 1.114
C -0.214 1.610 -1.776
O -2.029 -1.288 -1.316
Si -0.106 0.620 -0.079
H 0.971 -2.586 2.012
H 2.331 -1.999 -0.761
H -1.021 -2.967 -1.246
H 2.400 1.175 0.616
H 1.408 2.429 1.006
H 1.419 1.007 1.896
H -1.479 -0.076 1.821
H -1.674 1.576 1.869
H -2.603 0.384 0.744
H -1.228 1.393 -2.038
H -0.107 2.747 -1.605
H 0.544 1.174 -2.391
```



# 6
Formula: C7H12P2
Source: the Open Molecules 2025 dataset
Level of theory: ωB97M-V/def2-TZVPD

Values from the calculation:
Kohn-Sham gap (alpha / beta)   6.422 / 6.473 eV
Energy above the lowest of the compared OMol25 structures with the same formula, charge and spin   23.0 kcal/mol
Lowest unoccupied orbital energy (alpha / beta)   0.48 / -1.33 eV
Multiplicity   3
Expectation value of S²   2.01
DFT total energy   -956.35216 Eh

The geometry in XYZ format:
```
21
C7H12P2 (ωB97M-V/def2-TZVPD)
C -0.951 0.663 -0.906
C -0.146 -0.237 -0.182
C -0.946 1.312 0.245
C -1.969 0.343 -1.898
C -0.750 -1.427 0.456
C -0.089 2.264 1.042
C 2.392 -1.600 0.696
P 2.861 1.272 -0.967
P 1.662 -0.020 -0.031
H -2.499 -0.591 -1.385
H -1.538 -0.045 -2.731
H -2.766 1.068 -2.095
H -1.691 -1.091 0.989
H -0.148 -1.931 1.110
H -1.234 -2.244 -0.170
H -0.199 3.227 0.447
H 1.079 1.996 0.965
H -0.339 2.387 2.013
H 2.112 -2.396 0.018
H 1.793 -1.696 1.600
H 3.367 -1.255 0.783
```



# 7
Formula: C7H12S
Source: the Open Molecules 2025 dataset
Level of theory: ωB97M-V/def2-TZVPD

Values from the calculation:
Kohn-Sham gap   9.708 eV
Energy above the lowest of the compared OMol25 structures with the same formula, charge and spin   71.4 kcal/mol
Lowest unoccupied orbital energy   0.89 eV
SMILES string   C/C=C/[C@@H]1C[C@]1(C)S
DFT total energy   -672.00305 Eh

The geometry in XYZ format:
```
20
C7H12S (ωB97M-V/def2-TZVPD)
C 1.979 -0.150 2.558
C 1.276 0.547 1.368
C 0.074 0.198 1.117
C -0.758 0.628 -0.103
C -2.017 -0.120 -0.426
C -0.714 -0.274 -1.244
C -0.768 0.274 -2.624
S 0.013 -1.965 -0.894
H 2.972 -0.329 2.110
H 1.425 -1.107 2.740
H 2.070 0.542 3.489
H 1.835 1.319 0.794
H -0.461 -0.468 1.853
H -0.749 1.711 -0.474
H -2.455 -0.760 0.356
H -2.772 0.441 -0.820
H 0.340 0.448 -3.013
H -1.408 1.105 -2.583
H -1.088 -0.405 -3.366
H 1.208 -1.635 -0.838
```



# 8
Formula: C7H13AlBr4CaF4InOP2S
Source: the Open Molecules 2025 dataset
Level of theory: ωB97M-V/def2-TZVPD

Values from the calculation:
Kohn-Sham gap   1.441 eV
Lowest unoccupied orbital energy   -3.02 eV
DFT total energy   -13236.53758 Eh
Net charge   -1

The geometry in XYZ format:
```
35
C7H13AlBr4CaF4InOP2S (ωB97M-V/def2-TZVPD)
O 6.972 0.442 -2.159
P 5.776 -0.390 -1.877
In 3.682 1.021 -1.605
P 1.680 -0.641 -1.661
S 1.241 -1.129 0.167
H 5.499 -1.239 -2.978
H 5.865 -1.208 -0.728
H 3.652 1.960 -0.161
H 3.451 2.055 -3.133
H 2.085 -1.778 -2.385
H 0.540 -0.110 -2.424
C -4.346 0.117 2.551
C -3.592 -1.026 2.794
C -2.307 -1.139 2.279
C -1.772 -0.101 1.527
C -2.520 1.042 1.300
C -3.806 1.155 1.803
H -5.352 0.198 2.943
H -4.011 -1.834 3.380
H -1.726 -2.036 2.455
H -0.781 -0.168 1.095
H -2.101 1.853 0.716
H -4.375 2.049 1.622
C -6.688 2.161 -1.803
Br -5.927 3.886 -2.240
Br -6.802 1.029 -3.329
Br -5.725 1.344 -0.335
H -7.703 2.340 -1.471
Ca 1.409 2.076 -3.690
Br -9.750 0.938 -3.996
F 7.492 -4.148 2.886
Al 7.492 -2.578 2.281
F 6.103 -2.330 1.318
F 8.849 -2.345 1.313
F 7.498 -1.467 3.545
```



# 9
Formula: C7H13BNO2
Source: the Open Molecules 2025 dataset
Level of theory: ωB97M-V/def2-TZVPD

Values from the calculation:
Kohn-Sham gap (alpha / beta)   8.295 / 8.331 eV
Energy above the lowest of the compared OMol25 structures with the same formula, charge and spin   31.3 kcal/mol
Lowest unoccupied orbital energy (alpha / beta)   -4.39 / -4.30 eV
DFT total energy   -504.31796 Eh
Net charge   +1

The geometry in XYZ format:
```
24
C7H13BNO2 (ωB97M-V/def2-TZVPD)
B -1.932 -0.153 0.021
C 0.478 2.443 0.049
C -0.897 2.313 0.518
C 1.210 1.562 -0.632
C -1.619 1.228 0.548
C 0.644 -0.738 0.158
C 1.337 -0.434 1.429
C 0.422 -2.150 -0.238
N 0.820 0.197 -0.978
O -1.762 -0.176 -1.386
O -2.474 -1.144 0.746
H 0.927 3.411 0.222
H -1.342 3.243 0.861
H 2.200 1.829 -0.967
H 2.425 -0.501 1.312
H 1.040 -1.157 2.183
H 1.110 0.562 1.797
H -0.152 -2.664 0.532
H 1.376 -2.681 -0.323
H -0.100 -2.241 -1.188
H -0.145 0.181 -1.445
H 1.501 -0.176 -1.653
H -2.272 -0.824 -1.872
H -2.796 -1.930 0.306
```



# 10
Formula: C7H13BrS
Source: the Open Molecules 2025 dataset
Level of theory: ωB97M-V/def2-TZVPD

Values from the calculation:
Kohn-Sham gap   9.610 eV
Energy above the lowest of the compared OMol25 structures with the same formula, charge and spin   0.0 kcal/mol
Lowest unoccupied orbital energy   0.70 eV
SMILES string   CC1(C)SCCC[C@@H]1Br
DFT total energy   -3246.68428 Eh

The geometry in XYZ format:
```
22
C7H13BrS (ωB97M-V/def2-TZVPD)
C 1.192 1.531 -0.121
C 0.954 0.075 -0.014
C 2.262 -0.629 0.493
S 0.584 -0.741 -1.508
C -1.213 -0.540 -1.645
C -1.941 -0.858 -0.388
C -1.547 -0.150 0.897
C -0.038 -0.394 1.154
Br 0.381 0.325 3.003
H 2.157 1.634 -0.551
H 0.941 2.031 0.884
H 0.466 1.831 -0.969
H 3.035 -0.448 -0.384
H 2.053 -1.714 0.606
H 2.584 -0.240 1.431
H -1.423 -1.253 -2.374
H -1.551 0.348 -2.116
H -1.779 -1.953 -0.172
H -2.973 -0.637 -0.503
H -1.764 0.871 0.671
H -1.959 -0.309 1.887
H 0.113 -1.457 1.318
```